Below is a molecular structure, C35H34N5SbV, with properties calculated with ωB97M-V/def2-TZVPD.

Electronic energy   -2811.800002 hartree
Orbital gap (spin up / spin down)   7.521 / 7.410 eV
Total charge   +2
2S+1   4

Last column: Mulliken charge in e.
Cartesian coordinates (Å):
V  0.89281  -1.19984  0.89831  0.056
C  3.46393  -1.60492  -2.80347  -0.912
C  4.24981  -0.46944  -2.69996  -0.830
C  4.00849  0.42318  -1.67082  -0.885
C  2.98428  0.16457  -0.77499  0.650
N  2.25452  -0.97013  -0.83820  0.660
C  2.48997  -1.81671  -1.84727  -0.430
C  2.66031  1.09567  0.33527  0.649
C  3.14702  2.38800  0.44247  -0.841
C  2.75516  3.15354  1.52870  -1.338
C  1.89590  2.62855  2.48238  -0.785
C  1.43587  1.33277  2.31838  0.796
N  1.81763  0.60725  1.25637  1.057
C  0.49168  0.64342  3.23648  0.176
C  0.11293  1.18464  4.45453  -0.756
C  -0.79016  0.49975  5.25095  -0.701
C  -1.28942  -0.71416  4.81229  -0.791
C  -0.84759  -1.20361  3.59862  -0.474
N  0.02920  -0.55681  2.82234  0.589
H  3.60880  -2.32390  -3.59718  0.504
H  5.04189  -0.28050  -3.41252  0.477
H  4.61454  1.31157  -1.57304  0.483
H  1.86889  -2.70355  -1.88983  0.455
H  3.79793  2.80790  -0.30950  0.441
H  3.11565  4.16847  1.62969  0.461
H  1.58704  3.23503  3.32073  0.498
H  0.51457  2.13080  4.78641  0.460
H  -1.09811  0.91104  6.20305  0.483
H  -2.00092  -1.27854  5.39765  0.479
H  -1.20957  -2.15414  3.22586  0.404
N  -0.00472  -3.24724  0.48100  -0.390
C  0.76347  -4.28741  1.21601  -0.747
C  2.22726  -3.89962  1.26840  -0.525
N  2.35080  -2.55527  1.88658  -0.412
H  -0.99106  -3.32314  0.71621  0.165
H  0.02520  -3.43241  -0.51982  0.273
H  0.65527  -5.27563  0.76862  0.468
H  0.36592  -4.34794  2.23124  0.318
H  2.63686  -3.84253  0.25813  0.272
H  2.79475  -4.65858  1.80858  0.450
H  3.31679  -2.24213  1.83468  0.266
H  2.14304  -2.62270  2.88173  0.268
C  -4.51313  2.96764  1.47786  -0.620
C  -4.83521  2.18027  0.38021  -0.743
C  -3.86840  1.37728  -0.21194  -0.655
C  -2.57380  1.36076  0.29838  0.556
C  -2.25517  2.14916  1.40322  -0.250
C  -3.22204  2.95471  1.98846  -0.807
Sb  -1.08272  0.14335  -0.57918  1.595
C  -0.08021  1.52358  -1.84212  0.429
C  0.62777  1.07219  -2.95705  -0.490
C  1.38031  1.95961  -3.71597  -0.855
C  1.44607  3.29994  -3.35441  -0.670
C  0.74568  3.75396  -2.24375  -0.723
C  -0.01802  2.86994  -1.49013  -0.520
C  -2.24537  -1.01102  -1.91618  0.367
C  -2.44358  -0.65045  -3.24619  -0.290
C  -3.22851  -1.44874  -4.07107  -0.737
C  -3.81893  -2.60181  -3.57228  -0.571
C  -3.63278  -2.96044  -2.24181  -0.826
C  -2.84629  -2.16763  -1.41763  -0.534
H  -5.26820  3.59388  1.93373  0.409
H  -5.83992  2.19356  -0.02076  0.429
H  -4.12866  0.77109  -1.07130  0.432
H  -1.24769  2.14986  1.80921  0.387
H  -2.96974  3.57346  2.84015  0.441
H  0.58246  0.02915  -3.25299  0.668
H  1.90633  1.60771  -4.59462  0.505
H  2.02496  3.99337  -3.95040  0.442
H  0.77457  4.80242  -1.97586  0.484
H  -0.58262  3.24275  -0.64321  0.483
H  -2.01193  0.26160  -3.64033  0.474
H  -3.38792  -1.16066  -5.10185  0.436
H  -4.43443  -3.21533  -4.21622  0.413
H  -4.10827  -3.84878  -1.84706  0.426
H  -2.73121  -2.44166  -0.37197  0.472